The ion C4H13N2 with charge +1 at a distorted geometry, computed with ωB97M-V/def2-TZVPD.

The geometry in XYZ format:
```
19
C4H13N2 (ωB97M-V/def2-TZVPD)
N -0.14490 1.14505 -0.14542
N -1.04355 -0.63562 1.60688
C 1.94798 -0.27989 -0.56349
C -1.59317 -0.83862 0.22764
C -0.93826 0.11610 -0.81511
C 1.36105 1.10045 -0.32549
H 1.69326 1.63691 0.55614
H -0.35698 -0.45299 -1.55652
H -2.62069 -0.48368 0.26165
H 2.13287 -0.50622 -1.60543
H 1.50022 1.63805 -1.26788
H -0.49290 2.06937 -0.34370
H -1.56745 -1.90131 0.00250
H -1.71043 0.48931 -1.48696
H -0.12852 -1.07933 1.63129
H 2.99506 -0.26600 -0.21811
H -0.87447 0.37482 1.71272
H 1.49380 -1.07529 0.01642
H -1.65292 -1.05113 2.31288
```

Calculated values
LUMO energy, Eh: -0.123
SMILES: CCNCC[NH3+]
Total charge: +1
Energy above the lowest of the compared OMol25 structures with the same formula, charge and spin, eV: 1.541
HOMO-LUMO gap, eV: 10.0